Record 1
Computed, not measured: a molecular structure, C36H84N5O10V in a non-equilibrium geometry, with ωB97M-V/def2-TZVPD.

Last column: Mulliken charge in e.
Atoms and positions in Å:
V  -1.979  -1.053  -1.202  0.719
O  1.421  1.307  5.275  -0.519
O  -2.532  -1.321  -3.340  -0.460
O  2.521  1.616  -2.558  -0.357
O  -0.786  3.933  -3.814  -0.193
O  -4.829  6.735  1.648  -0.238
O  -4.114  0.197  -1.269  0.591
O  5.010  -5.118  -1.556  -0.481
O  -1.681  0.094  -0.077  -0.121
O  -1.755  4.474  0.832  -0.501
O  -0.730  -2.053  -1.062  -0.655
N  2.078  1.078  4.040  0.476
N  -4.429  4.011  1.901  -0.315
N  -3.550  -2.479  -0.522  -0.682
N  -0.396  0.413  -2.661  1.752
N  4.377  -5.106  -0.289  0.620
C  -4.377  1.226  -2.207  -0.566
C  0.851  2.964  3.065  -2.160
C  4.103  0.222  5.271  -2.038
C  -5.173  -0.737  -1.174  -0.988
C  -3.321  -1.915  -5.628  -1.495
C  2.337  -1.307  4.305  -1.341
C  3.841  -0.031  2.788  -1.907
C  -0.421  2.581  -4.027  -0.711
C  2.613  -5.454  1.933  -1.124
C  2.846  -4.063  1.309  -0.610
C  1.341  1.522  2.855  2.353
C  5.914  -6.820  0.590  -1.955
C  3.107  0.026  4.150  1.663
C  3.803  1.882  -2.036  -0.539
C  2.072  0.297  -2.296  -0.003
C  -4.727  -1.406  1.310  -1.340
C  4.448  -6.360  0.432  1.584
C  -2.523  -1.012  -4.687  -0.131
C  2.331  1.580  1.689  -1.071
C  -5.411  4.496  0.958  -0.144
C  -0.898  4.951  -0.166  -0.633
C  3.652  -7.529  -0.216  -1.823
C  -4.877  -1.843  -0.145  0.302
C  -3.547  2.954  1.428  -0.997
C  -2.591  3.428  0.333  0.734
C  -5.902  5.872  1.407  -0.933
C  -5.257  8.011  2.042  -0.796
C  3.257  -4.182  -0.170  1.445
C  -0.625  1.843  -2.690  0.032
C  2.012  -4.509  -1.006  -1.620
C  0.130  0.632  2.578  -0.864
C  0.906  -0.040  -3.169  -1.617
C  -0.658  4.636  -5.053  -0.875
C  3.949  -6.159  1.874  -1.369
C  3.051  0.256  1.505  0.584
C  3.670  -2.751  -0.548  -1.415
H  -5.729  8.012  3.034  0.307
H  -6.280  3.839  0.890  0.320
H  -0.709  5.692  -4.798  0.236
H  5.877  -4.776  -1.312  0.329
H  4.291  -2.715  -1.450  0.640
H  -5.647  -2.616  -0.194  0.331
H  -3.863  4.791  2.213  0.369
H  0.297  4.485  -5.567  0.321
H  -1.433  4.273  -5.733  0.346
H  2.766  -2.182  -0.773  -0.005
H  3.692  1.881  -0.942  0.042
H  -0.609  5.985  0.034  0.319
H  1.686  -5.539  -0.839  0.271
H  -2.873  0.022  -4.854  0.078
H  2.570  -7.450  -0.160  0.332
H  4.941  -0.473  5.294  0.344
H  -3.063  -2.971  -5.611  0.326
H  -4.078  2.079  1.050  -0.029
H  0.031  4.383  -0.270  0.099
H  4.778  0.528  2.821  0.342
H  4.016  -8.476  0.186  0.460
H  -5.590  -0.828  1.659  0.394
H  -2.902  2.652  2.256  0.411
H  -4.384  -1.710  -5.464  0.317
H  2.345  -0.562  1.342  -0.423
H  -4.709  2.136  -1.706  0.072
H  1.631  -1.429  5.122  0.237
H  2.167  -5.340  2.921  0.383
H  0.452  -0.363  2.271  -0.097
H  -1.482  -1.047  -5.063  0.160
H  3.570  0.254  6.222  0.396
H  -5.083  0.907  -2.980  0.457
H  6.233  -7.407  -0.279  0.400
H  1.906  -3.512  1.390  0.198
H  4.592  1.198  5.170  0.461
H  0.039  2.292  -1.941  -0.220
H  -3.909  -2.891  -1.392  0.284
H  -6.577  5.829  2.275  0.424
H  -4.628  -2.155  2.097  0.394
H  -3.864  -0.738  1.381  0.123
H  3.582  -3.548  1.931  0.204
H  -1.102  2.143  -4.770  0.297
H  -3.460  1.395  -2.774  -0.103
H  1.732  1.804  0.795  -0.073
H  -1.098  -0.048  -3.244  -0.050
H  0.833  -1.111  -3.381  0.664
H  0.610  2.405  -4.339  0.395
H  -3.135  3.799  -0.543  0.460
H  -0.480  1.079  1.793  -0.374
H  -1.887  2.646  0.034  -0.326
H  -3.330  -3.277  0.065  0.325
H  3.753  0.242  0.672  0.576
H  1.179  -3.924  -0.609  0.244
H  -5.011  4.677  -0.051  0.169
H  -5.367  -1.133  -2.176  0.539
H  3.016  2.422  1.800  0.516
H  3.092  -2.100  4.437  0.469
H  -1.592  2.116  -2.260  -0.441
H  1.809  0.248  -1.232  -0.384
H  2.078  -4.298  -2.072  0.376
H  -3.162  -1.563  -6.652  0.422
H  4.117  2.876  -2.347  0.277
H  1.739  2.181  5.528  0.337
H  2.841  -0.441  -2.565  0.563
H  0.133  2.984  3.890  0.532
H  -5.960  8.383  1.294  0.311
H  1.885  -1.596  3.355  0.162
H  4.728  -5.644  2.445  0.443
H  -6.556  6.275  0.616  0.425
H  3.920  -7.549  -1.277  0.404
H  1.876  -5.923  1.276  0.423
H  6.614  -5.991  0.681  0.406
H  1.682  3.600  3.376  0.500
H  -1.355  5.013  -1.160  0.302
H  4.587  1.156  -2.273  0.326
H  -6.063  -0.218  -0.801  0.353
H  0.296  3.331  2.203  0.070
H  -4.443  8.717  2.202  0.243
H  3.868  -7.116  2.400  0.545
H  1.086  0.267  -4.210  0.605
H  4.151  -1.077  2.647  0.326
H  6.016  -7.533  1.408  0.412
H  -0.511  0.491  3.450  0.459
H  4.267  -2.205  0.186  0.258

Forces on atoms 1 to 6 (eV/Å):
2.8 0.9 -0.3
-0.2 -0.3 -0.3
-0.5 -0.2 2.2
0.3 0.0 -1.0
1.0 -0.2 -0.8
0.7 0.0 0.1

Properties
E: -3392.0234 hartree
Relative energy (zero: lowest compared OMol25 entry of this formula, charge and spin): 0.0 kJ/mol
F_max: 2.99 eV/A
Orbital gap: 7.50 eV
Highest occupied orbital energy: -7.4 eV


Record 2
Computed, not measured: C10H8F6N2O2S in the gas phase in a non-equilibrium geometry, with ωB97M-V/def2-TZVPD.

Last column: Mulliken charge in e.
Atoms and positions in Å:
S  3.100  0.783  -0.915  1.116
F  -4.738  -0.021  0.946  -0.264
F  1.201  2.680  -0.511  -0.300
F  -3.626  -1.784  1.416  -0.258
F  0.733  2.140  1.528  -0.340
F  -3.325  0.020  2.571  -0.274
F  4.015  -0.394  -0.529  -0.221
O  3.882  1.961  -0.916  -0.602
O  2.403  0.428  -2.101  -0.519
N  1.908  -2.877  0.261  -0.729
N  2.116  0.784  0.424  0.089
C  -0.346  0.967  -0.167  0.148
C  -1.308  0.594  0.770  -0.139
C  1.812  -0.550  1.003  -0.845
C  -3.531  -0.450  1.349  0.826
C  -1.777  0.096  -1.923  -0.820
C  -2.475  -0.033  0.364  0.087
C  -0.605  0.728  -1.514  -0.527
C  1.556  -1.690  0.033  0.149
C  0.935  1.639  0.283  0.615
C  -2.719  -0.301  -0.985  -0.805
H  1.004  -0.436  1.717  0.437
H  1.042  -1.468  -0.896  0.428
H  2.682  -0.829  1.595  0.474
H  -1.168  0.784  1.822  0.634
H  -1.930  -0.086  -2.973  0.440
H  -3.617  -0.803  -1.307  0.438
H  0.098  1.020  -2.277  0.505
H  2.372  -2.934  1.171  0.257

Forces on atoms 1 to 6 (eV/Å):
-0.1 1.6 -0.7
-0.3 0.2 0.0
0.4 0.1 -0.3
0.1 -0.4 0.2
0.0 0.1 0.3
0.2 0.1 0.5

Properties
E: -1643.2399 hartree
Relative energy (zero: lowest compared OMol25 entry of this formula, charge and spin): 0.0 kJ/mol
F_max: 1.78 eV/A
Orbital gap: 10.56 eV
Highest occupied orbital energy: -10.4 eV
SMILES: [H]/N=C\CN(C(F)(F)c1cccc(C(F)(F)F)c1)S(=O)(=O)F


> Number 1 is which compound?

C36H84N5O10V